Molecular formula: C74H168F6N10O2P
Method: DFT, ωB97M-V with the def2-TZVPD basis set

Structure (XYZ):
```
261
Properties=species:S:1:pos:R:3
C 4.827 9.114 -2.778
C 3.411 8.564 -2.842
C 3.116 7.780 -1.549
N 1.873 6.817 -1.556
C 1.801 6.312 -0.144
C 2.132 5.644 -2.464
C 0.885 5.401 -3.315
C -0.223 6.231 -2.557
C 0.599 7.433 -2.042
H 5.620 8.410 -2.529
H 4.920 9.852 -1.987
H 4.978 9.620 -3.754
H 3.341 7.854 -3.671
H 2.760 9.404 -3.078
H 2.997 8.497 -0.752
H 3.886 7.066 -1.310
H 1.853 7.163 0.514
H 2.629 5.620 0.068
H 0.839 5.863 0.027
H 2.359 4.753 -1.889
H 3.071 5.844 -2.954
H 0.766 4.314 -3.368
H 1.076 5.899 -4.259
H -0.686 5.727 -1.701
H -0.970 6.602 -3.266
H 0.109 8.095 -1.320
H 0.870 8.096 -2.855
C -4.574 3.192 4.138
C -5.766 3.511 3.211
C -7.011 2.761 3.638
N -8.294 2.999 2.905
C -8.151 2.936 1.451
C -8.904 4.354 3.224
C -10.405 4.053 3.700
C -10.601 2.582 3.186
C -9.210 1.932 3.398
H -4.544 2.111 4.309
H -4.616 3.625 5.133
H -3.649 3.590 3.669
H -5.458 3.236 2.206
H -5.962 4.557 3.369
H -7.231 2.962 4.693
H -6.842 1.696 3.467
H -9.146 3.102 1.051
H -7.743 1.989 1.164
H -7.534 3.744 1.053
H -8.954 5.041 2.411
H -8.365 4.791 4.060
H -11.195 4.755 3.409
H -10.354 4.010 4.787
H -10.971 2.545 2.151
H -11.408 2.192 3.818
H -9.084 1.078 2.725
H -9.030 1.663 4.447
C 1.905 0.745 -1.855
C 1.421 1.197 -0.453
C 0.333 0.296 0.121
N -0.340 0.769 1.320
C 0.587 0.998 2.471
C -1.243 -0.367 1.694
C -2.335 0.346 2.510
C -2.691 1.464 1.528
C -1.279 2.012 1.112
H 1.131 0.765 -2.623
H 2.327 -0.255 -1.832
H 2.664 1.418 -2.284
H 1.050 2.224 -0.499
H 2.297 1.195 0.221
H 0.838 -0.651 0.336
H -0.468 0.184 -0.608
H 1.127 0.083 2.700
H -0.029 1.302 3.292
H 1.274 1.815 2.256
H -0.719 -1.251 2.086
H -1.658 -0.655 0.729
H -1.910 0.707 3.436
H -3.179 -0.320 2.725
H -3.218 2.298 1.990
H -3.155 1.041 0.625
H -0.996 2.837 1.756
H -1.169 2.290 0.069
C 3.940 -2.231 -4.701
C 3.134 -2.914 -3.576
C 1.846 -3.545 -4.087
N 1.125 -4.354 -3.023
C 1.788 -5.703 -2.771
C -0.240 -4.586 -3.606
C -0.984 -3.282 -3.393
C -0.189 -2.531 -2.221
C 0.867 -3.541 -1.806
H 4.722 -1.606 -4.268
H 3.343 -1.460 -5.167
H 4.348 -2.912 -5.425
H 2.877 -2.116 -2.873
H 3.754 -3.713 -3.182
H 2.039 -4.146 -4.979
H 1.088 -2.827 -4.305
H 1.765 -6.303 -3.687
H 1.185 -6.181 -2.005
H 2.797 -5.519 -2.419
H -0.784 -5.378 -3.085
H -0.159 -4.810 -4.659
H -2.024 -3.507 -3.101
H -1.029 -2.743 -4.345
H -0.848 -2.187 -1.432
H 0.299 -1.594 -2.561
H 0.445 -4.276 -1.130
H 1.799 -3.103 -1.524
C 0.788 -1.871 6.013
C 0.460 -1.957 7.533
C 1.644 -2.258 8.416
N 1.427 -2.535 9.914
C 2.743 -2.560 10.620
C 3.443 -1.226 10.622
C 2.592 -0.061 11.122
C 1.180 -0.093 10.516
C 0.543 -1.434 10.541
C 0.740 -3.861 10.069
H 0.987 -2.852 5.540
H 1.694 -1.282 5.811
H -0.085 -1.514 5.433
H -0.435 -2.585 7.698
H 0.116 -0.950 7.802
H 2.409 -1.531 8.335
H 2.177 -3.108 8.023
H 3.365 -3.348 10.201
H 2.503 -2.834 11.643
H 3.883 -0.954 9.661
H 4.291 -1.316 11.294
H 3.140 0.839 10.936
H 2.425 -0.184 12.187
H 1.075 0.393 9.543
H 0.523 0.470 11.171
H -0.433 -1.420 10.038
H 0.386 -1.746 11.586
H -0.211 -3.791 9.533
H 0.676 -4.122 11.114
H 1.438 -4.608 9.659
C 1.963 1.373 -11.494
C 2.871 2.113 -10.520
C 3.139 1.333 -9.237
N 3.935 2.068 -8.132
C 3.263 3.364 -7.734
C 3.898 4.018 -6.536
C 3.836 3.071 -5.316
C 4.602 1.783 -5.655
C 3.986 1.152 -6.937
C 5.322 2.336 -8.628
H 0.974 1.183 -11.113
H 2.463 0.528 -11.933
H 1.845 2.082 -12.327
H 2.307 3.017 -10.253
H 3.794 2.473 -10.996
H 3.715 0.426 -9.384
H 2.190 1.172 -8.715
H 2.241 2.990 -7.648
H 3.218 4.025 -8.586
H 3.338 4.958 -6.345
H 4.909 4.288 -6.748
H 2.783 2.916 -5.065
H 4.303 3.621 -4.483
H 4.580 1.017 -4.896
H 5.551 2.138 -5.975
H 2.935 0.930 -6.748
H 4.561 0.240 -7.187
H 5.616 1.389 -9.068
H 6.069 2.692 -7.897
H 5.230 3.053 -9.449
C -2.483 -3.744 1.525
C -3.227 -4.428 2.707
C -2.489 -5.686 3.148
N -3.014 -6.482 4.259
C -1.933 -7.507 4.778
C -0.682 -6.783 5.335
C -1.081 -5.813 6.417
C -2.201 -4.788 6.038
C -3.351 -5.584 5.492
C -4.289 -7.184 3.917
H -1.415 -3.704 1.571
H -2.901 -2.759 1.368
H -2.640 -4.239 0.566
H -4.292 -4.617 2.500
H -3.169 -3.678 3.516
H -1.446 -5.446 3.266
H -2.467 -6.357 2.258
H -1.727 -8.148 3.917
H -2.439 -8.025 5.589
H -0.100 -6.338 4.508
H -0.073 -7.578 5.810
H -0.179 -5.335 6.810
H -1.435 -6.405 7.270
H -1.803 -4.062 5.320
H -2.513 -4.281 6.954
H -4.173 -4.922 5.229
H -3.739 -6.303 6.197
H -4.702 -7.767 4.742
H -4.046 -7.778 3.029
H -5.037 -6.427 3.663
C -3.507 3.508 -1.778
C -3.399 3.096 -3.273
C -2.926 1.691 -3.486
N -2.679 1.268 -4.944
C -1.422 1.958 -5.461
C -0.883 1.345 -6.748
C -0.567 -0.134 -6.612
C -1.833 -0.811 -6.210
C -2.445 -0.219 -4.910
C -3.836 1.660 -5.787
H -4.147 2.893 -1.177
H -3.770 4.579 -1.766
H -2.509 3.507 -1.324
H -2.797 3.914 -3.689
H -4.395 3.147 -3.708
H -3.688 1.015 -3.062
H -1.989 1.533 -2.938
H -0.737 1.891 -4.610
H -1.683 3.008 -5.635
H 0.040 1.846 -7.043
H -1.534 1.681 -7.564
H 0.255 -0.226 -5.879
H -0.192 -0.573 -7.562
H -1.772 -1.903 -6.110
H -2.427 -0.760 -7.146
H -1.665 -0.320 -4.160
H -3.283 -0.716 -4.442
H -3.821 1.079 -6.702
H -3.915 2.707 -5.929
H -4.765 1.353 -5.301
C 1.661 -5.099 2.051
C 2.634 -3.967 2.218
O 2.483 -2.841 1.767
N 4.020 -4.279 2.803
H 4.350 -5.207 2.487
H 4.701 -3.633 2.422
C 3.948 -4.316 4.297
H 2.091 -5.962 1.509
H 0.790 -4.708 1.528
H 1.430 -5.504 3.057
H 3.372 -5.184 4.634
H 3.595 -3.366 4.686
H 4.996 -4.346 4.638
C 6.518 -0.918 -0.980
C 7.891 -1.063 -1.579
O 8.299 -0.501 -2.518
N 8.756 -2.059 -0.809
H 8.661 -1.788 0.178
H 8.403 -3.027 -0.799
C 10.188 -2.079 -1.266
H 6.644 -0.561 0.050
H 6.150 -1.940 -0.921
H 5.864 -0.258 -1.546
H 10.262 -2.405 -2.313
H 10.703 -2.747 -0.597
H 10.614 -1.096 -1.165
P -4.312 -1.127 -0.989
F -2.587 -0.990 -0.904
F -4.153 -2.801 -0.970
F -4.434 -0.968 0.608
F -5.850 -1.304 -1.170
F -4.383 0.526 -1.090
F -4.200 -1.191 -2.555
```

Calculated values
net charge = +9
highest occupied orbital energy = -23.897 eV
Kohn-Sham gap = 6.800 eV
LUMO energy = -17.10 eV